Record 1
Density functional theory data (wB97M-V/def2-TZVPD) for a structure of composition C17H18MoN4O2S at a distorted geometry.

Properties
LUMO level (alpha / beta), eV: -18.09 / -18.47
Gap between HOMO and LUMO (alpha / beta), Eh: 0.1153 / 0.0782
Energy relative to the best compared isomer or geometry (same formula, charge and spin), kJ/mol: 113.2
Max |F|, hartree/bohr: 0.1428

ORCA input file:
```
! RIJCOSX wB97M-V def2-TZVPD def2/J DEFGRID3
* xyz 4 3
N -0.80 3.32 0.46
C -0.05 4.23 0.50
C 0.64 5.50 0.69
H -0.15 6.28 0.71
H 1.34 5.74 -0.13
H 1.20 5.48 1.64
N 2.89 -1.88 -0.99
C 3.84 -2.50 -0.74
C 5.01 -3.27 -0.40
H 5.86 -2.92 -1.01
H 4.80 -4.34 -0.61
H 5.23 -3.14 0.67
N -3.33 -0.64 0.44
C -3.88 -1.68 0.51
C -4.79 -2.80 0.71
H -4.37 -3.52 1.44
H -5.01 -3.33 -0.23
H -5.72 -2.36 1.09
Mo 1.21 -0.78 -1.44
C 0.24 -1.80 0.62
O -0.29 -2.24 1.54
C 1.76 0.55 0.61
O 1.92 1.19 1.54
C 1.27 0.86 -2.86
C 0.02 0.83 -2.21
C -0.75 -0.36 -2.21
C -0.26 -1.50 -2.85
C 1.04 -1.51 -3.42
C 1.80 -0.32 -3.42
H 1.83 1.79 -2.90
H -0.34 1.72 -1.68
H -1.71 -0.39 -1.68
H -0.88 -2.40 -2.90
H 1.44 -2.44 -3.81
H 2.82 -0.32 -3.80
S -2.99 1.90 2.66
C -2.33 1.49 4.19
C -1.15 0.75 4.01
N -0.81 0.53 2.69
C -1.65 1.07 1.85
H -2.78 1.77 5.13
H -0.56 0.38 4.84
H -1.58 1.03 0.77
*
```

Record 2
Density functional theory data (wB97M-V/def2-TZVPD) for the molecule C4H7FN2O at a distorted geometry.

Properties
LUMO level, eV: 0.88
Gap between HOMO and LUMO, Eh: 0.3459
Energy relative to the best compared isomer or geometry (same formula, charge and spin), kJ/mol: 399.4
Max |F|, hartree/bohr: 0.1360
SMILES: [H]/N=C/N/C(=C\F)OC

ORCA input file:
```
! RIJCOSX wB97M-V def2-TZVPD def2/J DEFGRID3
* xyz 0 1
C -1.69 -1.88 0.09
C -0.36 0.07 -0.22
C 2.19 0.40 -0.01
C -1.46 0.72 0.05
H -1.37 -2.92 0.48
H -2.26 -2.00 -0.84
H -2.08 -1.44 1.07
H 0.62 1.85 0.03
H 2.91 1.17 0.35
H 3.43 -1.14 0.48
H -2.53 0.35 0.30
N 0.94 0.78 -0.26
N 2.38 -0.87 0.16
O -0.38 -1.34 -0.21
F -1.22 2.18 0.12
*
```

Record 3
Density functional theory data (wB97M-V/def2-TZVPD) for a cluster of 21 separate species, C42H126O42 in total at a distorted geometry.

Properties
LUMO level, eV: 0.06
Gap between HOMO and LUMO, Eh: 0.3376
Energy relative to the best compared isomer or geometry (same formula, charge and spin), kJ/mol: 321.4
Max |F|, hartree/bohr: 0.0734

ORCA input file:
```
! RIJCOSX wB97M-V def2-TZVPD def2/J DEFGRID3
* xyz 0 1
C 2.85 15.41 12.08
C 3.11 14.20 11.00
O 2.34 14.37 9.93
O 3.88 15.45 13.01
H 1.89 15.24 12.57
H 2.79 16.34 11.52
H 2.93 13.19 11.38
H 4.15 14.27 10.71
H 2.01 13.50 9.68
H 3.77 14.59 13.42
C -1.56 7.14 13.07
C -3.06 7.25 13.08
O -3.42 8.41 12.44
O -1.00 8.01 14.07
H -1.12 7.39 12.10
H -1.27 6.15 13.42
H -3.52 7.20 14.07
H -3.48 6.46 12.46
H -4.30 8.65 12.72
H -1.19 7.48 14.85
C -4.88 11.48 13.98
C -3.72 11.86 14.93
O -4.22 12.68 16.08
O -5.67 10.40 14.54
H -4.49 11.28 12.98
H -5.56 12.32 13.91
H -2.99 12.38 14.32
H -3.16 10.96 15.16
H -3.43 12.81 16.61
H -6.03 10.88 15.29
C -5.31 13.53 8.47
C -5.55 13.04 9.86
O -5.37 14.04 10.95
O -5.61 12.62 7.43
H -4.29 13.88 8.35
H -5.82 14.47 8.28
H -4.87 12.21 10.07
H -6.57 12.68 10.00
H -6.19 14.51 11.11
H -4.87 12.02 7.46
C -4.10 16.31 4.35
C -3.85 15.86 5.81
O -2.94 16.75 6.43
O -2.98 16.49 3.59
H -4.66 17.25 4.39
H -4.84 15.69 3.85
H -3.57 14.81 5.89
H -4.73 15.92 6.45
H -2.66 16.31 7.24
H -2.51 17.18 4.06
C -0.79 4.90 9.57
C -2.19 4.42 9.73
O -2.27 3.01 9.60
O 0.03 4.43 10.61
H -0.73 5.98 9.72
H -0.35 4.69 8.60
H -2.89 4.80 8.99
H -2.61 4.76 10.68
H -1.72 2.65 10.30
H -0.15 3.52 10.83
C 1.75 14.16 4.28
C 1.97 13.22 5.47
O 3.30 13.30 5.90
O 2.34 13.63 3.04
H 2.25 15.09 4.54
H 0.70 14.42 4.13
H 1.55 12.23 5.36
H 1.48 13.71 6.31
H 3.45 14.24 6.03
H 3.27 13.49 3.25
C 2.52 6.80 10.42
C 2.19 7.46 11.76
O 3.26 8.19 12.36
O 2.82 5.48 10.64
H 3.32 7.25 9.83
H 1.67 6.93 9.75
H 1.92 6.73 12.52
H 1.37 8.17 11.64
H 3.80 7.51 12.78
H 2.11 4.89 10.39
C -5.11 8.59 8.79
C -4.68 7.38 9.62
O -3.29 7.46 9.91
O -5.06 9.86 9.48
H -6.12 8.38 8.45
H -4.42 8.57 7.94
H -4.69 6.51 8.95
H -5.26 7.11 10.51
H -3.21 7.93 10.74
H -4.16 9.98 9.78
C -2.01 13.96 11.79
C -1.06 14.61 12.82
O -1.77 15.13 13.97
O -2.94 14.91 11.15
H -2.70 13.16 12.08
H -1.32 13.53 11.07
H -0.60 15.44 12.28
H -0.24 13.95 13.08
H -2.56 15.55 13.61
H -3.85 14.60 11.19
C -2.14 8.45 16.70
C -2.66 8.65 18.17
O -1.63 8.49 19.15
O -1.64 7.16 16.50
H -1.32 9.15 16.55
H -2.90 8.79 15.99
H -3.46 7.95 18.39
H -3.18 9.60 18.28
H -2.00 8.76 20.00
H -0.86 7.06 17.04
C -7.81 9.20 11.61
C -8.32 10.21 12.59
O -8.35 9.62 13.87
O -6.47 8.93 11.83
H -7.95 9.43 10.56
H -8.34 8.26 11.76
H -9.28 10.63 12.31
H -7.58 10.99 12.79
H -7.44 9.40 14.10
H -5.91 9.43 11.24
C -1.77 7.85 5.75
C -0.32 7.81 5.17
O -0.25 6.92 4.06
O -2.71 8.55 4.93
H -1.71 8.40 6.69
H -2.19 6.86 5.92
H 0.40 7.44 5.89
H -0.06 8.85 4.96
H 0.17 7.43 3.35
H -2.86 8.13 4.08
C 0.04 16.46 7.62
C -0.60 15.57 8.71
O -2.01 15.69 8.71
O -0.24 15.93 6.26
H 1.12 16.46 7.73
H -0.29 17.49 7.72
H -0.17 15.97 9.63
H -0.26 14.55 8.53
H -2.41 15.46 9.55
H -1.13 16.21 6.03
C -7.55 15.07 5.92
C -7.90 16.01 4.79
O -9.05 16.81 5.03
O -6.56 14.10 5.48
H -8.45 14.49 6.13
H -7.32 15.67 6.80
H -8.04 15.47 3.85
H -7.07 16.66 4.50
H -9.49 16.99 4.19
H -6.14 13.63 6.21
C -1.06 10.79 1.27
C -0.23 12.07 1.49
O 1.12 11.71 1.73
O -1.02 9.93 2.51
H -0.60 10.09 0.57
H -2.06 10.94 0.87
H -0.59 12.61 2.36
H -0.40 12.67 0.60
H 1.50 12.43 2.24
H -1.58 9.15 2.51
C 0.51 10.97 13.48
C 1.47 10.21 14.33
O 2.79 10.44 13.84
O -0.83 10.70 13.77
H 0.69 10.93 12.40
H 0.72 12.02 13.67
H 1.29 9.15 14.51
H 1.60 10.62 15.33
H 3.05 9.70 13.28
H -0.94 9.77 13.98
C -1.89 12.38 4.88
C -3.20 11.76 4.46
O -3.79 11.00 5.48
O -0.89 11.33 5.00
H -2.00 12.88 5.84
H -1.57 13.10 4.12
H -2.92 11.14 3.62
H -3.83 12.53 4.01
H -3.37 10.14 5.39
H -0.92 10.79 4.21
C -1.95 11.19 8.51
C -1.81 10.59 9.91
O -2.77 10.92 10.81
O -0.78 11.12 7.76
H -2.14 12.25 8.68
H -2.83 10.93 7.91
H -0.88 10.82 10.42
H -1.80 9.53 9.67
H -2.66 10.34 11.57
H -0.99 11.35 6.85
C -7.11 11.62 3.13
C -6.73 10.24 3.46
O -6.39 10.20 4.83
O -6.16 12.55 3.38
H -8.06 11.85 3.62
H -7.42 11.74 2.09
H -5.83 9.90 2.95
H -7.55 9.53 3.33
H -5.52 10.58 4.96
H -6.46 13.05 4.14
C 2.11 9.94 7.72
C 2.51 11.04 8.73
O 1.42 11.80 9.31
O 1.03 9.01 8.03
H 3.01 9.37 7.52
H 1.88 10.43 6.77
H 3.19 11.77 8.29
H 3.00 10.61 9.60
H 0.70 11.53 8.73
H 0.17 9.45 7.96
*
```

Record 4
Density functional theory data (wB97M-V/def2-TZVPD) for a structure of composition C18H45N3O6V at a distorted geometry.

Properties
LUMO level, eV: -3.41
Gap between HOMO and LUMO, Eh: 0.2400
Energy relative to the best compared isomer or geometry (same formula, charge and spin), kJ/mol: 361.7
Max |F|, hartree/bohr: 0.0762

ORCA input file:
```
! RIJCOSX wB97M-V def2-TZVPD def2/J DEFGRID3
* xyz 1 1
O -21.32 27.07 -13.69
V -20.10 26.05 -13.39
O -20.62 24.55 -13.75
C -24.36 25.90 -15.67
C -25.48 24.85 -15.97
C -25.10 24.10 -17.35
C -24.17 22.97 -16.93
C -24.62 22.08 -15.83
C -25.00 22.79 -14.47
N -25.82 24.00 -14.79
O -26.14 24.72 -13.55
C -25.88 21.87 -13.66
C -23.72 23.19 -13.75
C -26.70 25.65 -16.32
H -24.40 26.74 -16.36
H -23.33 25.54 -15.71
H -24.49 26.37 -14.69
H -25.94 23.64 -17.88
H -24.56 24.74 -18.04
H -23.20 23.42 -16.67
H -23.91 22.26 -17.71
H -23.85 21.34 -15.60
H -25.59 21.65 -16.11
H -25.19 21.06 -13.46
H -26.21 22.44 -12.79
H -26.82 21.56 -14.11
H -23.01 23.75 -14.35
H -23.96 24.01 -13.08
H -23.31 22.44 -13.07
H -27.55 25.05 -16.67
H -26.57 26.28 -17.20
H -26.90 26.23 -15.42
H -27.06 24.46 -13.44
C -19.87 28.75 -11.41
O -19.02 27.79 -12.11
H -20.68 28.22 -10.91
H -19.34 29.45 -10.76
H -20.39 29.38 -12.13
H -18.30 28.39 -12.36
C -17.12 23.35 -11.57
C -18.40 24.14 -11.97
C -19.17 24.77 -10.78
O -20.30 25.50 -11.34
C -21.43 25.19 -10.53
N -17.91 25.10 -12.91
H -17.32 22.28 -11.60
H -16.92 23.58 -10.53
H -16.20 23.35 -12.16
H -19.01 23.35 -12.43
H -18.46 25.48 -10.34
H -19.36 24.08 -9.96
H -21.45 25.46 -9.47
H -21.94 24.28 -10.83
H -22.23 25.83 -10.91
H -17.27 24.57 -13.48
H -17.34 25.87 -12.61
C -20.44 26.50 -17.24
C -19.37 25.68 -16.54
C -18.18 25.31 -17.53
O -17.41 24.25 -16.98
C -16.01 24.13 -17.43
N -18.99 26.44 -15.37
H -20.70 25.91 -18.12
H -20.20 27.53 -17.49
H -21.45 26.61 -16.82
H -19.77 24.71 -16.25
H -17.65 26.24 -17.70
H -18.58 25.09 -18.52
H -15.72 23.08 -17.37
H -15.29 24.73 -16.87
H -15.85 24.37 -18.48
H -18.01 26.18 -15.36
H -18.89 27.40 -15.64
*
```

Repeat the fourth record exactly.
Density functional theory data (wB97M-V/def2-TZVPD) for a structure of composition C18H45N3O6V at a distorted geometry.

Properties
LUMO level, eV: -3.41
Gap between HOMO and LUMO, Eh: 0.2400
Energy relative to the best compared isomer or geometry (same formula, charge and spin), kJ/mol: 361.7
Max |F|, hartree/bohr: 0.0762

ORCA input file:
```
! RIJCOSX wB97M-V def2-TZVPD def2/J DEFGRID3
* xyz 1 1
O -21.32 27.07 -13.69
V -20.10 26.05 -13.39
O -20.62 24.55 -13.75
C -24.36 25.90 -15.67
C -25.48 24.85 -15.97
C -25.10 24.10 -17.35
C -24.17 22.97 -16.93
C -24.62 22.08 -15.83
C -25.00 22.79 -14.47
N -25.82 24.00 -14.79
O -26.14 24.72 -13.55
C -25.88 21.87 -13.66
C -23.72 23.19 -13.75
C -26.70 25.65 -16.32
H -24.40 26.74 -16.36
H -23.33 25.54 -15.71
H -24.49 26.37 -14.69
H -25.94 23.64 -17.88
H -24.56 24.74 -18.04
H -23.20 23.42 -16.67
H -23.91 22.26 -17.71
H -23.85 21.34 -15.60
H -25.59 21.65 -16.11
H -25.19 21.06 -13.46
H -26.21 22.44 -12.79
H -26.82 21.56 -14.11
H -23.01 23.75 -14.35
H -23.96 24.01 -13.08
H -23.31 22.44 -13.07
H -27.55 25.05 -16.67
H -26.57 26.28 -17.20
H -26.90 26.23 -15.42
H -27.06 24.46 -13.44
C -19.87 28.75 -11.41
O -19.02 27.79 -12.11
H -20.68 28.22 -10.91
H -19.34 29.45 -10.76
H -20.39 29.38 -12.13
H -18.30 28.39 -12.36
C -17.12 23.35 -11.57
C -18.40 24.14 -11.97
C -19.17 24.77 -10.78
O -20.30 25.50 -11.34
C -21.43 25.19 -10.53
N -17.91 25.10 -12.91
H -17.32 22.28 -11.60
H -16.92 23.58 -10.53
H -16.20 23.35 -12.16
H -19.01 23.35 -12.43
H -18.46 25.48 -10.34
H -19.36 24.08 -9.96
H -21.45 25.46 -9.47
H -21.94 24.28 -10.83
H -22.23 25.83 -10.91
H -17.27 24.57 -13.48
H -17.34 25.87 -12.61
C -20.44 26.50 -17.24
C -19.37 25.68 -16.54
C -18.18 25.31 -17.53
O -17.41 24.25 -16.98
C -16.01 24.13 -17.43
N -18.99 26.44 -15.37
H -20.70 25.91 -18.12
H -20.20 27.53 -17.49
H -21.45 26.61 -16.82
H -19.77 24.71 -16.25
H -17.65 26.24 -17.70
H -18.58 25.09 -18.52
H -15.72 23.08 -17.37
H -15.29 24.73 -16.87
H -15.85 24.37 -18.48
H -18.01 26.18 -15.36
H -18.89 27.40 -15.64
*
```

- What is the formula in the second record?
  C4H7FN2O

- energy relative to the best compared isomer or geometry (same formula, charge and spin) of number 4 (C18H45N3O6V)?
  361.7 kJ/mol